Arrangement a

Density functional theory data (ωB97M-V with the def2-TZVPD basis set) for a 3-piece molecular cluster, C2H8N2O2 overall.

Computed properties:
multiplicity	1
net charge	0
orbital gap	4.3	eV

CARTESIAN COORDINATES (ANGSTROEM)
1 C -0.62 0.19 -1.45
2 N 0.03 -0.16 -0.26
3 C -0.71 -0.12 0.93
4 N 0.04 -0.54 1.93
5 O -1.92 0.13 0.95
6 H -1.04 -0.74 -1.90
7 H -1.48 0.83 -1.19
8 H 0.07 0.56 -2.23
9 H 2.87 1.25 -1.82
10 H -0.50 -0.61 2.80
11 H 2.58 -1.32 -0.02
12 H 2.63 -1.94 -0.43
13 H 1.04 0.05 -0.33
14 O 2.20 0.67 -1.45

Arrangement b

Density functional theory data (ωB97M-V with the def2-TZVPD basis set) for a 2-piece molecular cluster, C2H8N2O2 overall.

Computed properties:
multiplicity	1
net charge	0
orbital gap	9.5	eV
SMILES	CNC(N)=O.O

CARTESIAN COORDINATES (ANGSTROEM)
1 C 1.20 0.33 1.61
2 N 0.18 0.09 0.60
3 C 0.18 -1.13 -0.07
4 N -0.85 -1.31 -0.96
5 O 0.92 -2.02 0.29
6 H 0.84 0.01 2.59
7 H 1.17 1.44 1.68
8 H 2.22 0.00 1.45
9 H -0.30 0.92 0.29
10 H -1.63 -0.71 -1.10
11 H -0.99 -2.30 -1.10
12 H -0.65 1.02 -2.18
13 H -1.60 1.97 -1.61
14 O -0.69 1.68 -1.49

According to the calculations, the structures order from most to least stable as arrangement b, arrangement a.

Arrangement a

Density functional theory data (ωB97M-V with the def2-TZVPD basis set) for a 2-piece molecular cluster, C2H8N2O2 overall.

Computed properties:
multiplicity	1
net charge	0
orbital gap (alpha / beta)	9.3 / 9.8	eV

CARTESIAN COORDINATES (ANGSTROEM)
1 C 1.90 -0.42 -0.25
2 C 0.56 0.27 -0.19
3 N -2.61 0.61 0.27
4 N -0.11 -0.23 1.02
5 O -0.15 -0.17 -1.39
6 O -1.68 1.18 0.92
7 H 2.56 -0.13 0.56
8 H 1.72 -1.41 0.00
9 H 2.47 -0.27 -1.17
10 H 0.66 1.32 -0.44
11 H -2.26 0.23 -0.57
12 H -3.05 -0.10 0.81
13 H 0.26 0.31 1.78
14 H -0.26 -1.18 -1.34

Arrangement b

Density functional theory data (ωB97M-V with the def2-TZVPD basis set) for an isolated molecule of C2H8N2O2.

Computed properties:
multiplicity	1
net charge	0
orbital gap	10.4	eV
SMILES	CO[C@@H](O)NN

CARTESIAN COORDINATES (ANGSTROEM)
1 C 1.01 1.82 0.30
2 C 0.24 -0.56 -0.19
3 N -2.01 -1.29 -0.24
4 N -1.08 -0.32 0.34
5 O 0.75 -1.74 0.12
6 O 1.25 0.49 0.56
7 H 1.98 2.45 0.53
8 H 0.22 2.39 0.77
9 H 0.71 2.04 -0.74
10 H 0.16 -0.22 -1.21
11 H -1.30 -2.06 -0.43
12 H -2.38 -0.74 -0.97
13 H -1.21 -0.39 1.34
14 H 1.65 -1.85 -0.18

Arrangement c

Density functional theory data (ωB97M-V with the def2-TZVPD basis set) for a 2-piece molecular cluster, C2H8N2O2 overall.

Computed properties:
multiplicity	1
net charge	0
orbital gap	4.8	eV

CARTESIAN COORDINATES (ANGSTROEM)
1 C 1.34 0.38 1.47
2 N 0.75 -0.26 0.29
3 C -0.37 0.73 -0.41
4 N -0.85 0.03 -1.53
5 O 0.03 1.92 -0.42
6 H 1.82 1.31 1.19
7 H 0.52 0.71 2.13
8 H 1.97 -0.37 1.94
9 H 0.18 -1.08 0.59
10 H -0.35 0.19 -2.39
11 H -1.16 0.62 0.38
12 H -0.96 -0.96 -1.28
13 H -1.38 -2.95 0.37
14 O -0.76 -2.21 0.30

Arrangement d

Density functional theory data (ωB97M-V with the def2-TZVPD basis set) for a 2-piece molecular cluster, C2H8N2O2 overall.

Computed properties:
multiplicity	1
net charge	0
orbital gap	10.5	eV
SMILES	NC=O.NCO

CARTESIAN COORDINATES (ANGSTROEM)
1 N 1.09 2.30 -1.75
2 C 0.63 1.11 -1.10
3 O 1.47 0.57 -0.09
4 H 1.11 3.09 -1.11
5 H 1.98 2.21 -2.22
6 H -0.32 1.34 -0.62
7 H 0.45 0.33 -1.86
8 H 2.26 0.20 -0.51
9 C -1.93 -1.46 1.64
10 N -0.70 -2.07 1.46
11 O -2.34 -1.02 2.68
12 H -2.53 -1.29 0.72
13 H -0.49 -2.76 2.18
14 H -0.68 -2.55 0.57

According to the calculations, the structures order from most to least stable as arrangement d, arrangement b, arrangement a, arrangement c.

Arrangement a

Density functional theory data (ωB97M-V with the def2-TZVPD basis set) for a 10-piece molecular cluster, C42H113N9O12 overall.

Computed properties:
multiplicity	1
net charge	0
orbital gap	9.3	eV
SMILES	COC[C@H](C)N.COC[C@H](C)N.COC[C@H](C)N.COC[C@H](C)N.COC[C@H](C)N.COC[C@H](C)N.COC[C@H](C)N.COCCNCCOC.COCCNCCOC.CCO

CARTESIAN COORDINATES (ANGSTROEM)
1 C 18.08 -26.15 17.36
2 O 17.06 -25.80 16.51
3 C 17.11 -24.44 16.18
4 C 16.01 -24.10 15.22
5 N 16.02 -25.05 14.15
6 C 14.80 -25.02 13.34
7 C 14.81 -23.89 12.36
8 O 14.22 -22.75 12.84
9 C 13.59 -21.99 11.84
10 H 19.01 -25.70 16.99
11 H 18.17 -27.23 17.34
12 H 17.96 -25.88 18.42
13 H 18.05 -24.17 15.64
14 H 17.08 -23.76 17.05
15 H 16.07 -23.06 14.89
16 H 15.02 -24.21 15.73
17 H 16.19 -25.95 14.57
18 H 13.95 -24.94 14.04
19 H 14.82 -25.96 12.79
20 H 14.17 -24.28 11.54
21 H 15.82 -23.75 11.97
22 H 13.21 -21.08 12.26
23 H 12.83 -22.58 11.33
24 H 14.36 -21.67 11.11
25 C 3.26 -32.27 7.88
26 O 4.12 -33.21 8.46
27 C 3.99 -33.24 9.87
28 C 5.14 -33.98 10.49
29 N 6.32 -33.10 10.66
30 C 7.48 -33.79 11.18
31 C 8.74 -32.95 11.04
32 O 9.09 -32.91 9.67
33 C 10.26 -32.15 9.42
34 H 3.31 -32.34 6.80
35 H 3.51 -31.24 8.18
36 H 2.20 -32.42 8.16
37 H 3.03 -33.70 10.18
38 H 4.01 -32.21 10.28
39 H 5.41 -34.79 9.78
40 H 4.81 -34.42 11.43
41 H 6.63 -32.75 9.75
42 H 7.66 -34.77 10.69
43 H 7.41 -34.07 12.25
44 H 9.56 -33.32 11.67
45 H 8.50 -31.92 11.34
46 H 11.17 -32.53 9.95
47 H 10.16 -31.10 9.80
48 H 10.50 -32.09 8.36
49 C 8.10 -26.31 17.56
50 C 6.84 -25.40 17.43
51 C 6.17 -25.59 16.04
52 O 7.15 -25.51 15.11
53 C 6.66 -25.59 13.78
54 N 5.85 -25.72 18.48
55 H 8.99 -25.79 17.21
56 H 8.01 -27.27 17.05
57 H 8.22 -26.59 18.62
58 H 7.12 -24.33 17.49
59 H 5.44 -24.79 15.83
60 H 5.68 -26.58 16.05
61 H 6.05 -24.72 13.52
62 H 6.10 -26.52 13.60
63 H 7.55 -25.63 13.14
64 H 4.96 -25.23 18.33
65 H 6.17 -25.37 19.38
66 C 15.70 -29.32 8.63
67 C 15.47 -28.73 7.29
68 C 14.57 -27.54 7.37
69 O 14.51 -26.95 6.07
70 C 13.46 -25.97 5.94
71 N 16.75 -28.45 6.68
72 H 14.80 -29.71 9.15
73 H 16.03 -28.60 9.40
74 H 16.38 -30.16 8.59
75 H 14.94 -29.51 6.74
76 H 14.97 -26.77 8.05
77 H 13.53 -27.80 7.65
78 H 13.76 -25.28 5.14
79 H 13.35 -25.35 6.85
80 H 12.49 -26.42 5.67
81 H 16.61 -28.15 5.72
82 H 17.17 -27.66 7.17
83 C 11.06 -25.11 9.12
84 C 9.53 -25.33 9.25
85 C 9.06 -26.55 8.42
86 O 7.60 -26.55 8.31
87 C 7.15 -26.89 7.08
88 N 9.21 -25.51 10.63
89 H 11.31 -24.26 9.79
90 H 11.42 -24.82 8.14
91 H 11.66 -25.94 9.51
92 H 9.00 -24.47 8.83
93 H 9.31 -27.45 9.01
94 H 9.52 -26.58 7.43
95 H 7.48 -26.15 6.32
96 H 6.06 -26.86 7.07
97 H 7.51 -27.88 6.79
98 H 9.89 -26.21 10.94
99 H 8.30 -25.98 10.69
100 C 9.41 -30.13 18.05
101 C 8.29 -31.07 17.57
102 C 6.94 -30.66 18.15
103 O 5.99 -31.57 17.76
104 C 4.74 -31.27 18.27
105 N 8.26 -31.03 16.06
106 H 10.36 -30.50 17.65
107 H 9.51 -30.11 19.14
108 H 9.29 -29.12 17.65
109 H 8.56 -32.11 17.78
110 H 6.66 -29.65 17.80
111 H 7.05 -30.59 19.25
112 H 4.04 -31.92 17.74
113 H 4.42 -30.24 18.06
114 H 4.69 -31.45 19.35
115 H 7.72 -30.22 15.77
116 H 7.72 -31.85 15.78
117 C 15.90 -33.14 18.81
118 C 14.62 -33.19 18.03
119 C 14.90 -33.77 16.71
120 O 13.80 -33.87 15.88
121 C 13.16 -32.66 15.66
122 N 13.65 -34.06 18.71
123 H 16.57 -32.43 18.31
124 H 16.42 -34.11 18.75
125 H 15.82 -32.85 19.86
126 H 14.22 -32.16 18.08
127 H 15.22 -34.80 16.87
128 H 15.69 -33.15 16.25
129 H 13.83 -31.86 15.27
130 H 12.71 -32.22 16.57
131 H 12.34 -32.78 14.94
132 H 12.78 -34.16 18.19
133 H 13.39 -33.70 19.62
134 C 16.25 -29.55 16.93
135 C 15.70 -28.84 18.10
136 C 14.52 -27.94 17.85
137 O 13.48 -28.77 17.58
138 C 12.28 -28.07 17.53
139 N 15.34 -29.88 19.20
140 H 16.67 -28.87 16.18
141 H 15.45 -30.16 16.50
142 H 17.05 -30.23 17.23
143 H 16.44 -28.25 18.67
144 H 14.70 -27.28 16.99
145 H 14.31 -27.40 18.78
146 H 12.21 -27.36 16.69
147 H 12.12 -27.47 18.44
148 H 11.45 -28.77 17.41
149 H 15.58 -29.51 20.12
150 H 14.31 -29.99 19.24
151 C 12.25 -28.80 10.70
152 C 12.29 -28.28 12.11
153 C 11.19 -28.79 12.97
154 O 9.99 -28.62 12.35
155 C 8.96 -29.21 13.08
156 N 13.63 -28.56 12.62
157 H 12.53 -29.85 10.70
158 H 12.95 -28.14 10.17
159 H 11.31 -28.66 10.16
160 H 12.16 -27.18 12.01
161 H 11.12 -28.31 13.96
162 H 11.34 -29.85 13.25
163 H 9.09 -29.12 14.17
164 H 8.84 -30.27 12.84
165 H 8.01 -28.70 12.85
166 H 13.86 -28.04 13.47
167 H 14.33 -28.28 11.94
168 C 11.31 -25.05 13.94
169 C 11.12 -23.57 14.18
170 O 12.21 -22.92 14.81
171 H 11.97 -25.56 14.63
172 H 11.50 -25.26 12.88
173 H 10.35 -25.55 14.15
174 H 10.32 -23.48 14.91
175 H 10.83 -23.08 13.24
176 H 13.05 -22.90 14.30

Arrangement b

Density functional theory data (ωB97M-V with the def2-TZVPD basis set) for a 10-piece molecular cluster, C42H113N9O12 overall.

Computed properties:
multiplicity	1
net charge	0
orbital gap	8.8	eV
SMILES	COC[C@H](C)N.COC[C@H](C)N.COC[C@H](C)N.COC[C@H](C)N.COC[C@H](C)N.COC[C@H](C)N.COC[C@H](C)N.COCCNCCOC.COCCNCCOC.CCO

CARTESIAN COORDINATES (ANGSTROEM)
1 C 4.70 -4.12 6.75
2 C 4.30 -3.19 5.61
3 O 3.37 -3.77 4.76
4 H 3.89 -4.44 7.41
5 H 5.43 -3.65 7.42
6 H 5.19 -5.04 6.43
7 H 5.07 -2.73 5.00
8 H 3.80 -2.31 6.04
9 H 3.26 -3.14 4.05
10 C -1.13 7.88 -5.04
11 O -1.52 8.22 -6.37
12 C -2.87 8.41 -6.63
13 C -3.08 8.56 -8.18
14 N -3.26 9.99 -8.53
15 C -4.00 10.15 -9.83
16 C -3.95 11.56 -10.47
17 O -2.84 11.62 -11.30
18 C -2.90 12.71 -12.15
19 H -1.74 8.36 -4.28
20 H -0.09 8.16 -4.90
21 H -1.13 6.80 -4.88
22 H -3.36 9.22 -6.08
23 H -3.18 7.46 -6.20
24 H -3.91 7.92 -8.47
25 H -2.16 8.27 -8.68
26 H -2.37 10.46 -8.46
27 H -4.98 9.70 -9.71
28 H -3.62 9.54 -10.65
29 H -4.05 12.32 -9.69
30 H -4.87 11.70 -11.03
31 H -3.86 13.21 -12.24
32 H -2.76 12.51 -13.22
33 H -2.12 13.40 -11.81
34 C -2.96 -6.45 12.12
35 O -3.07 -5.61 11.00
36 C -1.82 -5.14 10.53
37 C -1.79 -4.11 9.30
38 N -1.93 -2.67 9.73
39 C -1.62 -1.78 8.63
40 C -2.29 -0.41 8.85
41 O -3.69 -0.55 8.91
42 C -4.52 0.60 8.84
43 H -2.85 -7.48 11.80
44 H -3.88 -6.33 12.70
45 H -2.16 -6.20 12.81
46 H -1.44 -6.11 10.21
47 H -1.14 -4.79 11.31
48 H -2.54 -4.38 8.56
49 H -0.78 -4.11 8.91
50 H -2.87 -2.34 9.91
51 H -1.95 -2.13 7.66
52 H -0.54 -1.71 8.52
53 H -2.14 0.33 8.06
54 H -2.00 0.11 9.76
55 H -4.26 1.35 9.59
56 H -5.54 0.25 8.95
57 H -4.30 1.03 7.86
58 C 1.78 -1.72 -6.03
59 C 3.02 -0.89 -6.26
60 C 2.88 0.37 -7.13
61 O 1.78 1.10 -6.55
62 C 1.64 2.40 -7.08
63 N 3.50 -0.40 -4.95
64 H 1.95 -2.71 -5.62
65 H 1.25 -2.01 -6.94
66 H 1.09 -1.14 -5.42
67 H 3.72 -1.54 -6.78
68 H 2.45 0.03 -8.07
69 H 3.81 0.92 -7.25
70 H 2.38 3.13 -6.76
71 H 0.58 2.61 -6.90
72 H 1.84 2.57 -8.14
73 H 4.47 -0.64 -4.80
74 H 3.48 0.61 -5.02
75 C 8.17 2.93 -0.94
76 C 7.72 1.66 -1.59
77 C 8.88 1.25 -2.55
78 O 8.45 0.45 -3.57
79 C 9.55 -0.06 -4.32
80 N 7.59 0.77 -0.46
81 H 9.05 2.92 -0.30
82 H 7.38 3.37 -0.33
83 H 8.41 3.69 -1.69
84 H 6.79 1.96 -2.08
85 H 9.57 0.59 -2.03
86 H 9.47 2.07 -2.95
87 H 10.55 -0.20 -3.91
88 H 9.76 0.60 -5.17
89 H 9.28 -1.02 -4.75
90 H 8.29 0.72 0.27
91 H 7.47 -0.18 -0.77
92 C -9.50 0.18 -1.79
93 C -8.10 -0.27 -1.98
94 C -7.93 -1.80 -2.19
95 O -6.53 -2.19 -2.39
96 C -6.43 -3.59 -2.39
97 N -7.71 0.30 -3.21
98 H -9.95 0.79 -2.58
99 H -9.57 0.99 -1.07
100 H -10.28 -0.50 -1.44
101 H -7.49 -0.01 -1.11
102 H -8.52 -2.17 -3.03
103 H -8.35 -2.28 -1.31
104 H -5.40 -3.95 -2.33
105 H -6.82 -4.00 -3.31
106 H -6.90 -3.99 -1.49
107 H -6.78 -0.09 -3.35
108 H -7.55 1.26 -2.93
109 C 5.56 -9.70 0.39
110 C 6.64 -8.70 0.94
111 C 6.61 -7.26 0.40
112 O 6.33 -7.22 -1.03
113 C 6.40 -5.87 -1.51
114 N 6.72 -8.80 2.39
115 H 5.59 -10.68 0.87
116 H 5.69 -9.87 -0.68
117 H 4.50 -9.44 0.50
118 H 7.49 -9.20 0.47
119 H 7.58 -6.79 0.52
120 H 5.83 -6.67 0.90
121 H 7.42 -5.51 -1.43
122 H 5.73 -5.18 -0.99
123 H 5.97 -5.96 -2.51
124 H 7.26 -9.62 2.64
125 H 5.72 -8.89 2.54
126 C 0.60 0.97 -0.17
127 C 0.55 0.01 0.99
128 C -0.80 -0.72 0.97
129 O -1.75 0.17 1.55
130 C -3.03 -0.42 1.80
131 N 1.62 -0.90 0.72
132 H -0.24 1.67 -0.16
133 H 0.20 0.42 -1.03
134 H 1.56 1.43 -0.42
135 H 0.77 0.44 1.96
136 H -0.77 -1.60 1.61
137 H -1.17 -1.03 0.00
138 H -2.92 -0.88 2.79
139 H -3.18 -1.18 1.03
140 H -3.92 0.20 1.76
141 H 2.50 -0.43 0.87
142 H 1.68 -1.03 -0.28
143 C -3.75 -8.25 2.40
144 C -2.24 -7.84 2.44
145 C -1.37 -7.91 1.20
146 O -1.45 -9.27 0.60
147 C -1.23 -9.30 -0.76
148 N -2.18 -6.59 3.17
149 H -4.25 -7.59 1.69
150 H -4.26 -8.17 3.36
151 H -3.87 -9.25 1.99
152 H -1.80 -8.63 3.04
153 H -0.36 -7.62 1.46
154 H -1.84 -7.26 0.46
155 H -0.25 -9.02 -1.15
156 H -2.07 -8.82 -1.28
157 H -1.31 -10.37 -0.94
158 H -1.34 -6.02 3.23
159 H -2.83 -5.96 2.72
160 C -2.99 9.40 3.04
161 C -1.93 8.87 4.06
162 C -1.28 7.63 3.56
163 O -0.74 6.94 4.63
164 C -0.21 5.72 4.27
165 N -0.87 9.89 4.18
166 H -3.57 10.26 3.39
167 H -3.72 8.62 2.83
168 H -2.48 9.70 2.12
169 H -2.46 8.63 4.98
170 H -0.53 7.80 2.79
171 H -2.10 7.08 3.09
172 H -0.97 5.15 3.73
173 H 0.04 5.15 5.16
174 H 0.72 5.86 3.72
175 H -0.43 10.05 3.29
176 H -0.18 9.33 4.66

According to the calculations, the structures order from most to least stable as arrangement a, arrangement b.

Arrangement a

Density functional theory data (ωB97M-V with the def2-TZVPD basis set) for a 2-piece molecular cluster, C2H2O3S overall.

Computed properties:
multiplicity	1
net charge	0
orbital gap	8.8	eV

CARTESIAN COORDINATES (ANGSTROEM)
1 C -0.89 0.11 -1.14
2 C -0.09 -0.12 -0.13
3 O -2.33 2.20 -3.87
4 O -1.52 0.21 -2.12
5 O -0.84 0.59 -4.97
6 S -2.16 0.94 -4.63
7 H -0.38 -1.02 0.33
8 H 0.45 0.76 0.20

Arrangement b

Density functional theory data (ωB97M-V with the def2-TZVPD basis set) for an isolated molecule of C2H2O3S.

Computed properties:
multiplicity	1
net charge	0
orbital gap	8.8	eV
SMILES	O=C(O)C(O)=S

CARTESIAN COORDINATES (ANGSTROEM)
1 C -1.14 -0.15 -0.05
2 C 0.33 0.53 -0.08
3 H -0.01 -1.53 0.07
4 H 1.28 2.20 -0.21
5 O -1.03 -1.52 -0.19
6 O -2.14 0.41 0.22
7 O 0.30 1.87 -0.10
8 S 1.66 -0.56 0.09

According to the calculations, the structures order from most to least stable as arrangement b, arrangement a.